1.
This record from the OMol25 dataset describes C2H3NOS in the gas phase. The level of theory is ωB97M-V/def2-TZVPD.

Results
Kohn-Sham gap (spin up / spin down)	7.133 / 7.946	eV
highest occupied orbital energy (spin up / spin down)	-8.618 / -9.155	eV
calculated total energy	-16491.450	eV
strongest force on any atom	4.06	eV/Å
energy relative to the best compared isomer or geometry (same formula, charge and spin)	86.4	kcal per mole

```
8
Properties=species:S:1:pos:R:3:forces:R:3
C -0.229 -2.215 0.962 -1.8168 -0.6543 1.4569
C 0.237 1.257 -0.281 0.7998 2.9838 -0.4519
N 0.692 0.123 -1.014 -1.0055 -3.6033 0.8306
O -1.177 -2.733 1.403 1.6647 0.5437 -0.3363
S -0.051 -1.375 -0.662 1.3416 3.1204 -2.2275
H -0.818 1.561 -0.552 0.8717 -0.4928 0.6468
H 0.435 1.230 0.819 -0.4899 -0.1956 -0.7230
H 0.912 2.152 -0.676 -1.3656 -1.7018 0.8044
```
Positions in Å, forces in eV/Å.


2.
This record from the OMol25 dataset describes 3 unconnected molecules or ions with the total composition CH2N4O2. The level of theory is ωB97M-V/def2-TZVPD.

Results
Kohn-Sham gap	9.251	eV
highest occupied orbital energy	-9.025	eV
calculated total energy	-11122.959	eV
strongest force on any atom	6.52	eV/Å
energy relative to the best compared isomer or geometry (same formula, charge and spin)	15.3	kcal per mole

```
9
Properties=species:S:1:pos:R:3:forces:R:3
C 0.844 -1.264 0.670 0.5287 -2.4107 -1.8557
N 0.210 1.433 -0.010 0.3219 2.9145 2.8622
N -1.682 -0.519 -0.749 -3.4542 -4.0326 -3.7840
N 0.499 0.424 -0.520 0.5627 -2.6425 -2.6666
N -2.188 -1.235 -1.464 2.6271 3.6347 3.6083
O 0.809 -2.207 -0.042 -0.4170 1.2246 0.6653
O 1.073 -0.577 1.566 0.3066 0.7443 2.6858
H 0.356 2.292 -0.475 -0.2048 1.7615 -1.2690
H 0.080 1.654 1.023 -0.2709 -1.1937 -0.2463
```
Positions in Å, forces in eV/Å.


3.
This record from the OMol25 dataset describes C6H11N3O in the gas phase. The level of theory is ωB97M-V/def2-TZVPD.

Results
Kohn-Sham gap	9.498	eV
highest occupied orbital energy	-8.646	eV
calculated total energy	-12916.514	eV
strongest force on any atom	3.01	eV/Å
SMILES string	C=C=C(C)C(N)(N)C(N)=O
energy relative to the best compared isomer or geometry (same formula, charge and spin)	58.4	kcal per mole

```
21
Properties=species:S:1:pos:R:3:forces:R:3
C 2.085 1.401 -0.967 -0.3953 0.2317 0.2799
C 0.896 0.909 -0.736 0.1507 -0.0420 -1.8754
C -0.253 0.277 -0.798 -0.0887 0.3842 0.4594
C -1.196 0.342 -1.967 0.1365 0.2595 -0.0547
C -0.674 -0.407 0.484 2.3319 0.5276 1.2524
N -0.675 -1.831 0.364 0.9351 -0.1227 -0.0317
N -1.878 0.081 1.073 -0.8541 0.5432 -0.0403
C 0.600 0.084 1.514 -2.0541 -2.0586 0.7623
N 1.628 -0.798 1.548 -0.0693 0.3204 -0.2269
O 0.419 0.946 2.346 0.1969 0.3452 -0.3542
H 2.383 2.361 -0.572 -0.0695 0.2106 -0.0976
H 2.821 0.866 -1.551 0.0907 -0.2920 0.2174
H -0.687 0.762 -2.832 -0.0220 -0.0319 -0.0449
H -1.563 -0.652 -2.225 -0.0302 0.0066 0.0178
H -2.057 0.980 -1.757 -0.0785 -0.0806 0.0289
H -0.802 -2.228 -0.557 -0.3565 -0.0208 0.4440
H -1.074 -2.287 1.175 -0.1989 -0.1611 -0.6582
H -2.339 0.776 0.500 0.0052 -0.0330 0.0645
H -1.747 0.483 1.995 0.3240 0.0640 -0.1508
H 2.385 -0.633 2.193 0.0061 0.0510 -0.2300
H 1.727 -1.432 0.772 0.0399 -0.1012 0.2382
```
Positions in Å, forces in eV/Å.


4.
This record from the OMol25 dataset describes C3H4N2O2S in the gas phase. The level of theory is ωB97M-V/def2-TZVPD.

Results
Kohn-Sham gap	8.118	eV
highest occupied orbital energy	-9.161	eV
calculated total energy	-21083.058	eV
strongest force on any atom	3.86	eV/Å
SMILES string	NC(=S)/C=N\OC=O
energy relative to the best compared isomer or geometry (same formula, charge and spin)	87.0	kcal per mole

```
12
Properties=species:S:1:pos:R:3:forces:R:3
N -0.483 -1.730 0.329 -0.6086 2.1514 -0.2187
C 0.564 -1.600 -0.525 -1.5458 0.2209 1.0907
S 1.153 -2.962 -1.231 0.5567 0.7542 -0.4921
C 1.125 -0.184 -0.713 1.2822 0.9741 -0.1218
N 0.777 1.093 -0.506 -0.1362 -3.8588 0.1681
O -0.528 1.101 0.161 -0.5627 0.8234 0.6438
C -0.927 2.365 0.711 2.7182 0.7540 0.4994
O -0.373 3.391 0.419 -1.2248 -1.3255 0.0041
H -1.063 -2.559 0.115 0.3352 0.9728 0.8402
H -0.835 -0.776 0.677 0.0136 -2.4151 -0.6751
H 2.155 -0.463 -1.105 -1.0919 1.7442 0.1000
H -1.564 2.323 1.669 0.2641 -0.7956 -1.8387
```
Positions in Å, forces in eV/Å.


The lowest calculated total energy belongs to which entry? C3H4N2O2S


Which formula does entry 2 have? CH2N4O2


calculated total energy of number 3 (C6H11N3O)? -12916.514 eV